Record 1
{"formula": "C2H3BrN2O2", "method": "the ωB97M-V functional and the def2-TZVPD basis", "symbols": ["C", "N", "H", "C", "N", "Br", "H", "H", "O", "O"], "positions_angstrom": [[0.884, -0.232, 0.739], [2.068, -0.708, -1.260], [0.460, -1.173, 0.837], [-0.131, 0.672, -0.009], [1.839, 0.113, -0.229], [1.252, 0.391, 2.476], [-0.399, 0.190, -0.999], [-0.123, 1.776, -0.027], [1.450, -1.715, -1.461], [2.990, -0.279, -1.927]], "e_lumo_ev": [-2.0729, -2.0755], "max_force_ev_per_a": 4.60, "de_lowest_kcal_mol": 64.7, "homo_ev": [-10.550, -10.550]}



Record 2
{"formula": "C2H3BrN2S", "method": "the ωB97M-V functional and the def2-TZVPD basis", "symbols": ["N", "H", "S", "C", "N", "C", "H", "Br", "H"], "positions_angstrom": [[-0.025, 0.932, -0.160], [1.617, -0.012, 0.766], [-1.343, 0.806, -1.054], [0.744, -1.343, -0.459], [0.696, -2.131, -1.285], [0.575, -0.256, 0.484], [-0.025, -0.564, 1.395], [-2.872, 0.827, 0.512], [0.633, 1.741, -0.199]], "e_lumo_ev": [0.3398, -2.8212], "max_force_ev_per_a": 5.07, "de_lowest_kcal_mol": 0.0, "homo_ev": [-6.104, -10.073], "spin_multiplicity": 3}



Repeat the second record exactly.
{"formula": "C2H3BrN2S", "method": "the ωB97M-V functional and the def2-TZVPD basis", "symbols": ["N", "H", "S", "C", "N", "C", "H", "Br", "H"], "positions_angstrom": [[-0.025, 0.932, -0.160], [1.617, -0.012, 0.766], [-1.343, 0.806, -1.054], [0.744, -1.343, -0.459], [0.696, -2.131, -1.285], [0.575, -0.256, 0.484], [-0.025, -0.564, 1.395], [-2.872, 0.827, 0.512], [0.633, 1.741, -0.199]], "e_lumo_ev": [0.3398, -2.8212], "max_force_ev_per_a": 5.07, "de_lowest_kcal_mol": 0.0, "homo_ev": [-6.104, -10.073], "spin_multiplicity": 3}